{
  "formula": "C48H108FN6",
  "method": "ωB97M-V with the def2-TZVPD basis set",
  "symbols": ["F", "C", "C", "C", "N", "C", "C", "C", "C", "C", "H", "H", "H", "H", "H", "H", "H", "H", "H", "H", "H", "H", "H", "H", "H", "H", "H", "H", "C", "C", "C", "N", "C", "C", "C", "C", "C", "H", "H", "H", "H", "H", "H", "H", "H", "H", "H", "H", "H", "H", "H", "H", "H", "H", "H", "C", "C", "C", "N", "C", "C", "C", "C", "C", "H", "H", "H", "H", "H", "H", "H", "H", "H", "H", "H", "H", "H", "H", "H", "H", "H", "H", "C", "C", "C", "N", "C", "C", "C", "C", "C", "H", "H", "H", "H", "H", "H", "H", "H", "H", "H", "H", "H", "H", "H", "H", "H", "H", "H", "C", "C", "C", "N", "C", "C", "C", "C", "C", "H", "H", "H", "H", "H", "H", "H", "H", "H", "H", "H", "H", "H", "H", "H", "H", "H", "H", "C", "C", "C", "N", "C", "C", "C", "C", "C", "H", "H", "H", "H", "H", "H", "H", "H", "H", "H", "H", "H", "H", "H", "H", "H", "H", "H"],
  "xyz": [[1.5405, 16.1486, -16.2474], [-0.7414, 15.5679, -20.7174], [-0.9093, 17.0164, -20.2626], [0.3273, 17.5118, -19.4248], [0.2478, 19.0555, -19.0491], [0.3466, 19.7775, -20.4600], [-0.9651, 19.5491, -18.2143], [-0.5570, 19.2214, -16.7513], [0.8745, 19.7068, -16.7495], [1.4640, 19.3845, -18.1352], [-1.7660, 15.2419, -20.8963], [-0.3259, 14.9630, -19.9114], [-0.0513, 15.4206, -21.5482], [-1.7914, 17.1434, -19.6350], [-1.0377, 17.6591, -21.1335], [1.3175, 17.3234, -19.8396], [0.6522, 17.0371, -18.4990], [-0.6424, 19.7355, -20.9165], [1.0959, 19.3569, -21.1306], [0.6000, 20.8247, -20.2948], [-0.9964, 20.6090, -18.4668], [-1.8745, 19.0711, -18.5783], [-1.1771, 19.8078, -16.0733], [-0.5097, 18.1408, -16.6165], [0.8591, 20.7890, -16.6199], [1.5450, 19.2225, -16.0395], [1.9394, 20.2764, -18.5435], [2.2825, 18.6899, -18.3240], [8.0611, 18.0211, -11.4642], [6.7499, 18.5112, -12.0936], [6.5910, 17.7162, -13.4439], [5.3624, 17.9639, -14.3616], [4.0391, 17.6658, -13.5967], [5.4928, 17.1227, -15.6466], [4.6401, 17.9100, -16.6148], [4.7955, 19.3908, -16.3408], [5.3367, 19.4111, -14.8829], [8.3525, 18.5573, -10.5610], [8.8937, 18.2253, -12.1374], [7.8809, 17.0022, -11.1215], [6.7393, 19.5917, -12.2371], [5.9076, 18.1599, -11.4977], [6.4792, 16.6467, -13.2657], [7.4843, 17.8163, -14.0604], [3.1981, 17.8685, -14.2599], [4.1476, 18.2680, -12.6947], [3.8754, 16.6036, -13.4144], [5.1788, 16.1061, -15.4101], [6.5633, 17.2145, -15.8303], [3.6125, 17.5640, -16.7258], [5.0277, 17.7697, -17.6238], [3.9309, 20.0466, -16.4429], [5.4128, 19.7832, -17.1489], [4.7176, 19.9802, -14.1893], [6.3752, 19.7390, -14.8371], [1.3641, 10.7185, -17.1851], [2.5612, 11.5084, -17.6341], [2.0552, 12.8110, -18.4539], [3.3128, 13.6016, -18.9672], [4.3153, 14.1529, -17.9301], [4.0259, 12.7319, -19.9923], [4.2881, 13.6449, -21.2488], [3.9627, 15.0833, -20.9020], [2.9084, 14.8036, -19.8530], [1.5994, 9.7016, -16.8708], [0.7709, 10.4812, -18.0682], [0.6699, 11.2510, -16.5351], [3.1593, 10.9154, -18.3259], [3.1463, 11.7967, -16.7607], [1.6205, 13.4313, -17.6701], [1.3695, 12.6934, -19.2930], [4.9175, 13.3210, -17.5649], [3.6630, 14.6202, -17.1924], [4.9600, 14.8664, -18.4433], [4.9641, 12.3210, -19.6195], [3.3296, 11.9284, -20.2328], [5.3063, 13.6179, -21.6369], [3.6721, 13.5445, -22.1424], [4.8200, 15.5117, -20.3828], [3.6344, 15.7210, -21.7227], [2.7285, 15.6570, -19.1992], [1.9957, 14.5580, -20.3958], [-5.1385, 16.6350, -15.7393], [-3.8594, 15.8093, -15.5767], [-3.6510, 14.8250, -16.7705], [-2.6357, 13.7321, -16.3868], [-1.2125, 14.4956, -16.2444], [-2.4073, 12.7516, -17.5774], [-2.4961, 11.3085, -17.0384], [-2.1547, 11.4994, -15.5216], [-2.8425, 12.8813, -15.0973], [-5.2838, 17.2509, -14.8517], [-6.0221, 16.0048, -15.8405], [-5.1729, 17.2818, -16.6160], [-3.8975, 15.2435, -14.6458], [-3.0020, 16.4738, -15.4707], [-3.3102, 15.3207, -17.6794], [-4.5414, 14.2608, -17.0482], [-1.0320, 15.0925, -17.1384], [-0.4918, 13.7139, -16.0043], [-1.3653, 15.1159, -15.3613], [-1.4980, 13.0352, -18.1073], [-3.1991, 13.0571, -18.2614], [-1.8935, 10.5412, -17.5243], [-3.5323, 10.9849, -17.1375], [-1.0954, 11.6285, -15.2996], [-2.4875, 10.7012, -14.8582], [-2.4250, 13.4422, -14.2611], [-3.9243, 12.9595, -14.9893], [2.3497, 20.4776, -8.3561], [1.7977, 19.3113, -9.1467], [0.4499, 19.4683, -9.8924], [0.1019, 18.2206, -10.7593], [-0.1079, 16.8887, -10.0254], [1.1427, 18.0596, -11.8736], [0.3367, 18.0257, -13.1796], [-1.1195, 17.8078, -12.8208], [-1.1850, 18.4779, -11.5456], [1.6143, 20.6162, -7.5636], [2.4728, 21.3263, -9.0288], [3.3132, 20.1490, -7.9665], [1.7977, 18.3942, -8.5575], [2.5818, 19.0353, -9.8518], [0.4288, 20.3241, -10.5671], [-0.3196, 19.7611, -9.1781], [0.9037, 16.5736, -9.7692], [-0.6511, 16.1640, -10.6319], [-0.6587, 17.2109, -9.1417], [1.6466, 17.0960, -11.7983], [1.9394, 18.8026, -11.9083], [0.6162, 17.1916, -13.8232], [0.4904, 18.9213, -13.7816], [-1.3988, 16.7563, -12.8878], [-1.7986, 18.3244, -13.4991], [-2.0104, 18.2877, -10.8595], [-1.2040, 19.5527, -11.7257], [5.4756, 10.8024, -10.3309], [3.9987, 11.1540, -10.4869], [3.6265, 11.2984, -11.9819], [2.2416, 12.0187, -12.2313], [1.1521, 11.3421, -11.3600], [2.1503, 13.5475, -11.8499], [1.6062, 14.2097, -13.1680], [2.2561, 13.4001, -14.2042], [1.9873, 12.0226, -13.7345], [5.8347, 10.0623, -11.0460], [5.6628, 10.6555, -9.2671], [6.1051, 11.6310, -10.6552], [3.7417, 12.1266, -10.0672], [3.3279, 10.3632, -10.1510], [3.6735, 10.3379, -12.4949], [4.3225, 11.9851, -12.4638], [1.1710, 10.2718, -11.5652], [0.1794, 11.6267, -11.7612], [1.2228, 11.5292, -10.2885], [1.5425, 13.7945, -10.9795], [3.2115, 13.7801, -11.7622], [0.5218, 14.1044, -13.2023], [1.9376, 15.2481, -13.1676], [1.8087, 13.6506, -15.1661], [3.3317, 13.5462, -14.3035], [0.9142, 11.9000, -13.8810], [2.4556, 11.2186, -14.3024]],
  "forces_ev_per_angstrom": [[0.060, -0.107, -0.038], [-0.314, 0.201, 0.764], [1.796, 0.566, 0.968], [-0.334, 0.946, 0.764], [1.425, -0.701, -1.930], [-0.597, 0.415, 1.435], [0.873, -1.024, -0.532], [0.232, 0.353, -1.543], [1.160, -0.197, -0.273], [-0.529, 1.231, -1.445], [0.348, -0.544, -0.593], [-0.142, -0.125, 0.318], [-0.442, 0.245, -0.292], [-0.097, -0.197, -0.064], [0.006, -0.043, 0.058], [-0.142, 0.830, -1.387], [-1.543, -0.565, 0.856], [0.153, -0.058, 0.049], [-0.040, -0.400, 0.473], [-0.085, -0.054, 0.175], [-0.178, 0.080, 0.442], [0.117, 0.030, 0.040], [-0.086, -0.518, 0.171], [-0.627, -0.071, 0.336], [0.338, -0.029, 0.123], [-0.372, 0.110, 0.454], [-0.419, 0.357, -0.105], [-0.571, -0.817, 0.743], [-0.409, 0.555, 0.392], [-0.378, -1.046, -1.146], [-0.405, -0.028, 0.105], [-0.519, 0.078, 0.486], [1.232, 0.197, -1.137], [-0.273, 1.332, 1.423], [-0.559, -0.827, -2.102], [0.167, 0.242, 0.708], [0.382, -0.018, -0.133], [-0.457, 0.271, 0.029], [0.051, -0.751, -0.107], [0.723, -0.240, -0.471], [-0.139, -0.053, -0.059], [-0.015, 0.536, 0.439], [0.259, -0.067, 0.454], [-0.135, 0.301, -0.173], [0.038, 0.747, 0.041], [-0.621, -0.177, -0.088], [0.844, -0.102, 0.320], [0.118, 0.055, -0.241], [-0.107, -0.417, -0.519], [-0.231, -0.224, 0.768], [0.184, -0.369, -0.078], [-0.509, -0.568, 0.277], [0.844, 0.273, 0.794], [0.227, 0.131, -0.135], [-0.149, 0.207, 0.079], [-0.826, -0.752, -1.156], [-0.728, 1.213, -1.575], [2.508, 0.107, 2.446], [0.234, 0.538, -1.605], [-1.432, -0.915, -0.559], [0.002, 0.461, -1.667], [0.588, 0.305, -1.195], [0.734, -0.730, 2.370], [-1.189, 0.988, 0.488], [0.211, 0.274, 0.726], [-0.228, 0.151, -0.252], [0.295, -0.059, 0.406], [0.144, -0.151, 0.342], [0.264, 0.322, -0.259], [-0.302, 0.493, -0.316], [0.318, -0.401, 0.037], [-0.180, 0.141, 0.183], [0.344, 0.204, 0.318], [-0.153, -0.080, 0.090], [-0.239, 0.057, 0.225], [0.328, -0.041, -0.121], [0.050, -0.543, 0.276], [-0.273, -1.423, 0.256], [0.092, 0.539, -0.348], [-0.018, -0.199, 0.145], [-0.260, -0.181, 0.261], [-0.188, -0.285, 0.376], [-0.276, -0.123, 0.146], [-0.295, -0.323, -1.015], [0.057, -0.645, 1.586], [3.594, 1.022, -0.964], [-2.249, -0.935, 0.975], [-0.922, 0.498, -0.072], [-0.245, 0.956, 1.248], [-1.182, 1.238, 0.631], [-0.118, 0.178, -2.215], [-0.048, 0.059, -0.098], [0.051, -0.168, 0.178], [0.409, 0.046, -0.007], [-0.224, -0.110, 0.023], [0.102, 0.065, -0.223], [0.282, -0.053, 0.112], [-0.319, 0.237, 0.275], [0.187, -0.304, 0.152], [0.131, 0.263, -0.423], [0.377, 0.181, -0.247], [0.249, -0.183, 0.429], [-0.127, -0.704, -0.166], [0.209, 0.414, -0.076], [0.013, -0.105, 0.162], [0.173, -0.088, -0.381], [-0.205, -0.067, -0.257], [0.305, -0.327, -0.072], [-0.082, -1.023, 0.245], [-0.985, -0.614, -0.186], [0.393, -1.429, -1.358], [0.840, -0.040, 0.651], [-0.021, 0.228, -0.964], [0.920, 1.906, 0.542], [-0.302, -0.685, -0.827], [0.430, -0.415, -1.173], [-0.093, -0.449, -1.554], [-0.671, 1.683, 2.859], [0.496, 0.819, 0.265], [-0.042, 0.249, 0.452], [-0.126, 0.357, 0.208], [-0.526, 0.117, 0.564], [0.011, 0.138, -0.655], [0.416, -0.212, -0.414], [-0.486, -0.896, 0.037], [-0.325, -0.382, 0.249], [0.105, 0.300, -0.070], [-0.071, -0.669, 0.106], [-0.087, -0.005, 0.622], [-0.521, 0.284, 0.536], [0.549, 0.070, -0.138], [-0.117, 0.158, 0.200], [0.033, -0.110, 0.510], [0.067, -0.037, -0.149], [-0.083, -0.229, -0.144], [0.046, 0.073, 0.020], [-0.028, 0.999, -0.312], [-0.787, -0.003, -1.925], [0.174, 1.435, 0.550], [-0.727, -0.595, 1.484], [-0.125, -0.827, -1.761], [0.790, -0.497, -1.905], [0.807, 0.414, 2.487], [0.728, 0.151, -1.492], [-1.460, -1.003, -0.036], [-0.366, -0.831, 0.676], [0.366, -0.613, -0.331], [-0.142, 0.551, 0.300], [0.113, -0.168, 0.705], [0.228, 0.113, 0.728], [-0.579, 0.112, -0.118], [0.198, -0.073, -0.166], [0.364, -0.081, 0.240], [0.041, 0.525, 0.210], [0.403, 0.231, -0.341], [0.350, -0.656, 0.106], [-0.179, 0.579, 0.497], [-0.058, 0.292, -0.099], [-0.446, 0.094, -0.176], [0.108, -0.274, -0.253], [0.112, 0.418, 0.146], [-0.181, -0.440, 0.274], [0.351, -0.050, 0.589]],
  "mulliken_charge": [-0.724, -1.150, -0.340, -0.611, 0.422, -1.134, -1.069, 0.199, 0.628, -0.652, 0.460, 0.018, 0.374, 0.192, 0.495, 0.547, 0.101, 0.506, 0.300, 0.472, 0.480, 0.422, 0.659, -0.380, 0.560, -0.844, 0.290, 0.177, -1.358, -0.031, -0.975, 0.486, -1.048, -1.066, 0.370, -0.699, -0.757, 0.414, 0.360, 0.343, 0.404, 0.139, 0.456, 0.530, 0.040, 0.474, 0.131, 0.474, 0.490, -0.749, 0.947, 0.258, 0.461, 0.333, 0.476, -1.777, -0.042, -0.562, 0.895, -0.998, -0.548, -0.984, -0.768, -0.289, 0.467, 0.572, 0.255, 0.641, 0.195, -0.294, 0.599, 0.419, 0.165, 0.420, 0.425, 0.455, 0.450, 0.331, 0.303, 0.497, 0.043, -0.047, -1.565, 0.292, -0.818, 0.127, 0.023, -0.206, -0.761, 0.464, -0.745, 0.417, 0.411, 0.344, 0.261, -0.087, 0.541, 0.573, 0.110, 0.033, -0.319, -0.090, 0.531, 0.396, 0.371, -0.806, 0.564, 0.341, 0.511, -1.367, -0.182, -0.708, 0.648, -1.024, -0.934, 1.887, -0.519, -1.178, 0.359, 0.347, 0.387, 0.385, 0.085, 0.363, 0.563, 0.474, 0.286, 0.347, 0.245, 0.022, -0.854, -0.042, 0.194, 0.274, 0.513, 0.458, -1.383, -0.198, -0.913, 0.763, -1.162, -1.021, 1.792, 0.831, -0.935, 0.382, 0.372, 0.386, 0.267, 0.394, 0.582, 0.332, 0.417, 0.435, 0.396, 0.336, 0.411, 0.041, -1.226, -0.869, 0.143, 0.012, 0.349],
  "spin_multiplicity": 1,
  "energy_ev": -63134.12389,
  "homo_ev": -19.905,
  "orbital_gap_ev": 9.938,
  "charge": 5
}